No. 1
The following is a quantum chemistry calculation of a cluster of 2 separate species, C6H15NO3 in total in a non-equilibrium geometry, from the OMol25 dataset.

Output
2S+1   1
Calculated total energy   -14098.769 eV
Total charge   0
Frontier orbital gap   10.112 eV
ΔE to the lowest compared entry with this formula, charge and spin   0.00 kJ/mol

Each line ends with the Löwdin charge.
Geometry (Å):
C: 0.07013 -1.77857 -0.14116  -0.0984
C: -0.84119 -0.80641 0.59267  -0.1547
C: -1.64650 0.22667 -0.34862  -0.6587
C: -2.49322 -0.52753 -1.36725  0.0004
O: -2.51876 0.95286 0.47836  0.0117
O: -0.79419 1.07808 -1.03228  -0.0170
H: 0.80800 -2.21210 0.52849  0.0675
H: -0.49813 -2.59294 -0.56362  0.0680
H: 0.57717 -1.28985 -0.95619  0.0574
H: -0.29263 -0.24297 1.34630  0.0793
H: -1.62288 -1.35418 1.11856  0.1095
H: -3.13067 0.19027 -1.88303  0.0904
H: -3.11240 -1.26464 -0.86496  0.0881
H: -1.84470 -1.00656 -2.09701  0.0844
H: -1.99355 1.54822 1.02830  0.0986
H: -0.27012 1.62975 -0.36758  0.0699
C: 2.35974 0.86748 -0.58621  0.0038
C: 1.72846 1.15575 0.74975  -0.5804
N: 2.24895 0.49185 1.79951  0.1792
O: 0.82470 1.97299 0.90045  0.0167
H: 3.14294 1.60787 -0.76197  0.0953
H: 1.61257 0.96712 -1.37034  0.0809
H: 2.79586 -0.12742 -0.61406  0.0790
H: 1.88842 0.67778 2.72206  0.1210
H: 3.00200 -0.16352 1.68983  0.1081

=====

No. 2
The following is a quantum chemistry calculation of a cluster of 3 separate species, C6H15NO3 in total in a non-equilibrium geometry, from the OMol25 dataset.

Output
2S+1   1
Calculated total energy   -14095.816 eV
Total charge   0
Frontier orbital gap   9.274 eV
ΔE to the lowest compared entry with this formula, charge and spin   284.93 kJ/mol

Each line ends with the Löwdin charge.
Geometry (Å):
C: -1.39673 1.18455 1.63681  -0.0093
C: -0.89271 0.08979 1.05052  -0.2120
C: 0.13348 0.07429 -0.01569  -0.2118
C: -0.37266 0.69879 -1.32913  -0.3348
C: -0.84509 2.23932 -1.10115  -0.0397
N: 0.66866 0.57935 -2.38926  0.0011
C: 0.97114 -0.54756 -3.21293  -0.3474
O: 2.05994 -0.56215 -3.68033  0.0358
H: -0.93949 2.22098 1.53565  0.0851
H: -2.25280 1.04064 2.28171  0.0541
H: -1.33572 -0.86756 1.16206  0.0878
H: 0.54661 -1.01838 -0.03662  0.1098
H: 1.03372 0.69184 0.27904  0.1330
H: -1.33223 0.06433 -1.75303  0.1807
H: -0.99824 2.63373 -2.03061  0.0330
H: -1.74436 2.22561 -0.45430  0.0657
H: -0.11807 2.82588 -0.62153  0.0532
H: 1.41973 1.32088 -2.28903  0.1589
H: 0.05861 -1.16641 -3.17362  0.1302
O: 0.15785 -1.54340 3.63260  -0.0421
H: 0.53924 -2.06422 2.93281  -0.0339
H: 0.85305 -0.98899 3.93747  0.0215
O: 1.08633 -2.67094 1.32524  -0.0571
H: 0.91121 -3.52042 1.65706  0.0275
H: 1.78852 -2.93995 0.65627  0.1106

=====

No. 3
The following is a quantum chemistry calculation of a cluster of 2 separate species, C6H15NO3PS in total in a non-equilibrium geometry, from the OMol25 dataset.

Output
2S+1   1
Calculated total energy   -34222.014 eV
Total charge   -1
Frontier orbital gap (alpha / beta)   8.424 / 5.738 eV

Each line ends with the Löwdin charge.
Geometry (Å):
C: 2.56471 -1.46812 -0.06687  -0.1522
C: 0.78114 2.03135 -0.51722  -0.1802
C: 1.91622 -2.05349 -1.28761  -0.3565
C: 0.54557 -1.54944 -1.53874  0.0195
C: -0.58787 1.70932 0.02334  -0.6750
C: -0.98223 0.49273 0.71657  -0.4569
N: -0.25748 -0.02454 1.75419  0.0990
O: -2.57155 -1.51435 0.65159  -0.2360
O: -3.22444 0.57015 2.14231  -0.3644
O: -3.33242 0.65723 -0.54411  -0.3867
P: -2.74350 0.18922 0.77107  0.2787
S: -1.14822 3.27263 1.10842  0.5706
H: 2.01111 -1.67557 0.86800  0.0771
H: 2.55189 -0.41666 -0.22788  0.0262
H: 3.65327 -1.73247 -0.00145  0.0805
H: 1.36479 2.39360 0.37200  0.0545
H: 1.23387 1.04435 -0.90644  0.0545
H: 0.73545 2.92728 -1.34027  0.1181
H: 2.56126 -1.84398 -2.20883  0.1218
H: 1.88715 -3.06313 -0.93422  0.0805
H: -0.21725 -1.80969 -0.90765  0.0032
H: 0.41736 -0.72103 -2.25291  0.0604
H: -1.43934 1.75307 -0.85237  0.1250
H: 0.40679 0.57611 2.19038  0.0875
H: -0.81410 -0.69945 2.17552  0.0511
H: -2.87147 -1.77444 -0.22930  0.0347
H: -2.44071 2.72934 1.04248  -0.1349

=====

No. 4
The following is a quantum chemistry calculation of a cluster of 2 separate species, C6H15NO5Si in total in a non-equilibrium geometry, from the OMol25 dataset.

Output
2S+1   1
Calculated total energy   -26065.340 eV
Total charge   0
Frontier orbital gap (alpha / beta)   7.229 / 7.115 eV
ΔE to the lowest compared entry with this formula, charge and spin   763.45 kJ/mol

Each line ends with the Löwdin charge.
Geometry (Å):
C: -3.23393 -1.80236 0.10854  -0.1007
C: -1.96376 -2.16622 0.86968  -0.2524
O: -0.80346 -1.46613 0.25616  -0.1744
Si: -0.61286 0.12479 0.35047  0.5410
O: 0.78733 0.39963 -0.29601  -0.1836
C: 1.23465 0.88597 -1.52460  -0.3144
C: 0.39374 0.37536 -2.72087  -0.1121
N: -1.77462 1.29440 0.31123  -0.4226
O: -2.95634 1.23882 0.73848  -0.1560
O: -1.21196 2.61657 0.15657  -0.0761
H: -3.62556 -0.72991 0.02312  0.0791
H: -2.87603 -2.00422 -0.89787  0.0641
H: -4.07313 -2.54751 0.50562  0.1227
H: -1.61603 -3.17505 0.90099  0.1017
H: -2.09419 -1.81033 1.96218  0.1330
H: 1.20929 2.09709 -1.64317  0.1587
H: 2.32279 0.52135 -1.78552  0.1332
H: 0.43944 -0.79199 -2.63872  0.1121
H: -0.69342 0.73167 -2.72541  0.0831
H: 0.70962 0.76499 -3.72055  0.0782
H: -2.06620 3.21006 0.35583  0.1680
C: 3.20278 0.81876 2.00695  -0.0518
C: 3.15928 -0.35225 1.10663  -0.3390
O: 3.44506 -0.45538 -0.05588  0.0267
H: 4.12965 1.19774 2.16470  0.0370
H: 2.90888 1.75011 1.48899  0.1066
H: 2.85388 0.58367 3.04552  0.1035
H: 2.80511 -1.30963 1.65694  0.1344

=====

No. 5
The following is a quantum chemistry calculation of a cluster of 2 separate species, C6H15NOS2 in total, from the OMol25 dataset.

Output
2S+1   1
Calculated total energy   -31674.173 eV
Total charge   0
Frontier orbital gap   9.429 eV
ΔE to the lowest compared entry with this formula, charge and spin   28.81 kJ/mol

Each line ends with the Löwdin charge.
Geometry (Å):
C: 0.26197 1.92635 -2.24834  -0.0858
N: 0.14354 2.09875 -0.81361  -0.0099
C: -0.86252 1.49993 -0.11773  -0.5591
C: -0.86249 1.76751 1.37248  -0.0080
O: -1.69996 0.79724 -0.67596  0.0261
H: 1.13807 2.49213 -2.60746  0.0875
H: -0.63617 2.30226 -2.76664  0.0903
H: 0.39906 0.86322 -2.50826  0.0794
H: 0.82221 2.67704 -0.31211  0.1428
H: -0.96562 2.84577 1.58064  0.0851
H: -1.71384 1.23753 1.83175  0.0826
H: 0.06960 1.40671 1.83902  0.0784
C: 2.16825 -0.95432 -0.19208  -0.1898
C: 1.03086 -1.84466 -0.66584  -0.6195
S: 0.62913 -3.19207 0.49082  0.4775
S: -0.12201 -2.18998 2.10004  0.4167
C: -1.86268 -2.01065 1.65068  -0.4853
H: 2.36418 -0.15895 -0.93074  0.0631
H: 3.09029 -1.54459 -0.05777  0.0727
H: 1.90836 -0.48374 0.77104  0.0453
H: 0.10949 -1.26220 -0.85886  0.0531
H: 1.29635 -2.37424 -1.60099  0.0718
H: -2.34009 -2.99200 1.49053  0.0337
H: -2.37064 -1.50493 2.48904  0.0324
H: -1.99535 -1.40212 0.74035  0.0185

=====

No. 6
The following is a quantum chemistry calculation of a structure of composition C6H15NP in a non-equilibrium geometry, from the OMol25 dataset.

Output
2S+1   1
Calculated total energy   -17235.001 eV
Total charge   +1
Frontier orbital gap   8.136 eV
ΔE to the lowest compared entry with this formula, charge and spin   161.97 kJ/mol

Each line ends with the Löwdin charge.
Geometry (Å):
C: -2.34701 -2.83975 1.06077  0.0720
C: -1.61871 -1.70314 1.00695  -0.2565
C: -0.89798 1.39711 -1.76852  -0.1101
C: 0.27239 1.17739 1.43672  -0.1629
C: 2.43430 -0.37703 -0.03321  -0.2067
C: -0.21177 -1.62918 0.68177  -0.2372
N: 0.53140 1.16169 -1.44914  -0.1320
P: 0.64592 -0.19123 0.32743  0.9251
H: -3.34918 -2.81624 1.39296  0.0616
H: -1.90050 -3.70959 0.67626  0.0552
H: -2.12627 -0.79290 1.14618  0.0729
H: -0.98957 1.31712 -2.84640  0.0954
H: -1.61234 0.75874 -1.26596  0.0793
H: -1.26403 2.32135 -1.46965  0.0639
H: 0.70419 0.93061 2.34934  0.0457
H: -0.73296 1.28078 1.47061  0.0125
H: 0.58864 2.12557 0.97538  0.0804
H: 2.97880 -0.10363 0.99694  0.1122
H: 2.65558 0.36343 -0.83782  0.0368
H: 2.58269 -1.43988 -0.49784  0.0956
H: 0.14381 -2.58554 0.28626  0.0842
H: 0.63258 0.32582 -2.03550  0.0921
H: 1.14405 1.84712 -1.88241  0.1206

=====

No. 7
The following is a quantum chemistry calculation of a cluster of 2 separate species, C6H15NS in total in a non-equilibrium geometry, from the OMol25 dataset.

Output
2S+1   1
Calculated total energy   -18786.925 eV
Total charge   0
Frontier orbital gap   7.999 eV
ΔE to the lowest compared entry with this formula, charge and spin   353.58 kJ/mol

Each line ends with the Löwdin charge.
Geometry (Å):
C: 1.44426 0.26534 -1.32648  -0.2663
C: 2.74773 0.43631 -0.53944  -0.7169
S: 2.80787 -0.37626 1.00325  0.6277
C: 0.15855 0.68530 -0.49836  -0.2421
N: -0.73835 -0.46142 -0.34616  -0.2435
C: -1.18619 -0.82544 1.05864  -0.2572
C: -1.23383 0.25567 2.13619  -0.1023
C: -1.90459 -0.48491 -1.25245  -0.0989
H: 1.35197 -0.57711 -2.01073  0.1067
H: 1.45720 1.19277 -1.96490  0.1021
H: 3.60929 0.25837 -1.18952  0.0645
H: 2.78912 1.51642 -0.26684  0.0718
H: 1.40335 -1.60896 0.46759  0.1403
H: 0.51177 0.92012 0.54077  0.0744
H: -0.31260 1.55959 -0.95585  0.1035
H: -2.15511 -1.36999 0.91417  0.1122
H: -0.44226 -1.55668 1.35978  0.0589
H: -1.70918 -0.10560 3.03385  0.0606
H: -0.24754 0.53254 2.54266  0.0625
H: -1.73273 1.17987 1.70495  0.0996
H: -2.86356 -0.48644 -0.72477  0.0644
H: -1.91774 0.48105 -1.85816  0.0948
H: -1.83740 -1.43051 -1.82816  0.0832

=====

No. 8
The following is a quantum chemistry calculation of a cluster of 2 separate species, C6H15NSi in total in a non-equilibrium geometry, from the OMol25 dataset.

Output
2S+1   1
Calculated total energy   -15829.131 eV
Total charge   0
Frontier orbital gap   8.478 eV
ΔE to the lowest compared entry with this formula, charge and spin   353.30 kJ/mol

Each line ends with the Löwdin charge.
Geometry (Å):
C: 0.70300 -1.16859 1.13277  -0.2544
Si: -0.07848 -2.61013 0.34009  0.7037
C: -1.45694 -3.92082 0.88784  -0.2429
C: 0.36770 -2.84827 -1.54399  -0.2621
H: 1.78838 -0.96235 1.00742  -0.0350
H: 0.33403 -0.75853 2.09414  -0.0456
H: -0.61093 -4.71633 1.09750  0.0401
H: -1.94963 -3.65963 1.85712  0.0137
H: -2.23994 -4.32442 0.18868  0.0270
H: 0.63046 -3.95162 -1.82941  0.0450
H: -0.43255 -2.58676 -2.31898  0.0383
H: 1.20451 -2.17264 -1.74376  -0.0006
N: -1.03480 1.98972 -0.87765  0.0709
C: 0.14301 2.38856 -0.17470  -0.4305
C: 0.62121 3.71192 -0.30880  -0.1604
C: 0.31634 3.22373 1.10447  -0.0587
H: -1.32784 1.13393 -0.50687  0.0362
H: -1.70783 2.69286 -0.76118  0.0528
H: 0.98987 1.75603 -0.42986  0.1313
H: -0.01194 4.53906 -0.61372  0.1065
H: 1.64209 3.82099 -0.56145  0.0866
H: 1.15980 2.94761 1.68476  0.0764
H: -0.50883 3.64739 1.54391  0.0616

=====

- The highest total charge belongs to which entry?
  C6H15NP

=====

- Look up the total charge of the fifth one.
  0

=====

- Among the records above, which one has the highest total charge?
  C6H15NP

=====

What did the third record say?
The following is a quantum chemistry calculation of a cluster of 2 separate species, C6H15NO3PS in total in a non-equilibrium geometry, from the OMol25 dataset.

Output
2S+1   1
Calculated total energy   -34222.014 eV
Total charge   -1
Frontier orbital gap (alpha / beta)   8.424 / 5.738 eV

Each line ends with the Löwdin charge.
Geometry (Å):
C: 2.56471 -1.46812 -0.06687  -0.1522
C: 0.78114 2.03135 -0.51722  -0.1802
C: 1.91622 -2.05349 -1.28761  -0.3565
C: 0.54557 -1.54944 -1.53874  0.0195
C: -0.58787 1.70932 0.02334  -0.6750
C: -0.98223 0.49273 0.71657  -0.4569
N: -0.25748 -0.02454 1.75419  0.0990
O: -2.57155 -1.51435 0.65159  -0.2360
O: -3.22444 0.57015 2.14231  -0.3644
O: -3.33242 0.65723 -0.54411  -0.3867
P: -2.74350 0.18922 0.77107  0.2787
S: -1.14822 3.27263 1.10842  0.5706
H: 2.01111 -1.67557 0.86800  0.0771
H: 2.55189 -0.41666 -0.22788  0.0262
H: 3.65327 -1.73247 -0.00145  0.0805
H: 1.36479 2.39360 0.37200  0.0545
H: 1.23387 1.04435 -0.90644  0.0545
H: 0.73545 2.92728 -1.34027  0.1181
H: 2.56126 -1.84398 -2.20883  0.1218
H: 1.88715 -3.06313 -0.93422  0.0805
H: -0.21725 -1.80969 -0.90765  0.0032
H: 0.41736 -0.72103 -2.25291  0.0604
H: -1.43934 1.75307 -0.85237  0.1250
H: 0.40679 0.57611 2.19038  0.0875
H: -0.81410 -0.69945 2.17552  0.0511
H: -2.87147 -1.77444 -0.22930  0.0347
H: -2.44071 2.72934 1.04248  -0.1349